1.
Computed, not measured: C43H47AgF5N2O2P2S2 as an isolated structure, with the ωB97M-V functional and the def2-TZVPD basis.

Last column: Löwdin charge in e.
Element x y z (Å)
Ag -1.071 -0.784 0.794  0.519
C 1.448 -3.120 2.195  -0.043
C 2.545 -2.107 2.148  -0.229
C 3.871 -2.483 2.092  -0.079
C 4.888 -1.538 2.082  -0.122
C 4.554 -0.195 2.071  -0.081
C 3.236 0.220 2.135  -0.236
C 2.921 1.687 2.061  -0.035
C 2.194 -0.738 2.217  -0.283
N 0.881 -0.357 2.304  0.072
C 0.516 0.460 3.296  -0.344
C 1.359 0.541 4.554  -0.036
C -0.679 1.190 3.259  -0.331
C -1.013 2.046 4.465  -0.037
N -1.534 1.089 2.246  0.057
C -2.488 2.040 1.993  -0.279
C -2.124 3.378 1.707  -0.246
C -0.671 3.722 1.581  -0.061
C -3.098 4.321 1.441  -0.085
C -4.441 3.982 1.420  -0.125
C -4.800 2.659 1.628  -0.079
C -3.852 1.687 1.891  -0.211
C -4.229 0.244 2.024  -0.048
H 1.832 -4.137 2.087  0.072
H 0.718 -2.906 1.406  0.052
H 0.916 -3.037 3.140  0.070
H 4.117 -3.538 2.071  0.096
H 5.928 -1.839 2.091  0.080
H 5.343 0.548 2.020  0.101
H 3.422 2.136 1.201  0.068
H 3.250 2.209 2.964  0.078
H 1.849 1.832 1.953  0.063
H 2.237 -0.096 4.469  0.078
H 0.775 0.198 5.407  0.075
H 1.704 1.554 4.767  0.069
H -1.189 1.416 5.341  0.077
H -1.910 2.628 4.264  0.074
H -0.198 2.728 4.717  0.067
H -0.203 2.978 0.938  0.020
H -0.163 3.699 2.543  0.065
H -0.544 4.708 1.137  0.071
H -2.800 5.339 1.223  0.093
H -5.192 4.730 1.198  0.079
H -5.849 2.384 1.588  0.094
H -5.301 0.089 1.908  0.070
H -3.908 -0.155 2.986  0.076
H -3.688 -0.322 1.254  0.053
C -4.961 -1.741 -2.337  -0.073
C -3.833 -1.039 -3.071  -0.351
O -3.192 -0.120 -2.212  -0.375
P -1.549 -0.171 -2.059  -0.166
S -1.116 1.487 -1.109  0.332
S -0.962 -1.997 -1.606  0.326
O -1.135 -0.077 -3.661  -0.426
C -1.489 1.058 -4.410  -0.345
C -0.276 1.929 -4.688  -0.086
H -5.429 -2.473 -2.993  0.066
H -5.705 -1.014 -2.014  0.071
H -4.556 -2.246 -1.464  0.059
H -4.227 -0.482 -3.937  0.111
H -3.102 -1.773 -3.439  0.082
H -2.256 1.641 -3.883  0.097
H -1.915 0.685 -5.353  0.113
H 0.095 2.341 -3.753  0.043
H -0.540 2.741 -5.362  0.067
H 0.504 1.320 -5.137  0.052
C 2.278 -1.069 -0.998  -0.260
P 1.594 -0.120 -2.411  0.971
C 2.919 1.147 -2.379  -0.363
C 4.204 0.982 -2.881  -0.107
C 5.126 2.008 -2.787  -0.106
C 4.791 3.199 -2.164  -0.115
C 3.527 3.352 -1.616  -0.102
C 2.596 2.334 -1.729  -0.109
C 2.050 -1.140 -3.848  -0.359
C 1.689 -2.488 -3.850  -0.110
C 1.829 -3.255 -4.989  -0.098
C 2.298 -2.684 -6.161  -0.123
C 2.613 -1.335 -6.188  -0.111
C 2.493 -0.570 -5.043  -0.129
H 1.744 -2.008 -0.876  0.000
H 2.086 -0.460 -0.113  0.026
H 3.351 -1.237 -1.096  0.054
H 4.485 0.043 -3.338  0.101
H 6.119 1.878 -3.198  0.091
H 5.520 3.997 -2.094  0.088
H 3.271 4.268 -1.101  0.098
H 1.609 2.441 -1.300  0.059
H 1.259 -2.917 -2.956  0.050
H 1.560 -4.305 -4.973  0.096
H 2.407 -3.285 -7.054  0.086
H 2.941 -0.877 -7.114  0.091
H 2.749 0.482 -5.067  0.094
F -0.989 -1.804 4.109  0.042
C -1.911 -2.604 3.526  -0.280
C -2.148 -2.527 2.152  -0.006
C -3.150 -3.413 1.748  -0.277
F -3.511 -3.468 0.444  0.018
C -3.847 -4.281 2.582  -0.160
F -4.804 -5.130 2.111  0.054
C -3.565 -4.291 3.936  -0.161
F -4.249 -5.100 4.786  0.063
C -2.573 -3.449 4.408  -0.162
F -2.271 -3.468 5.734  0.057

The value obtained for the LUMO energy (spin up / spin down) is 4.25 / 4.25 eV. As for the spin multiplicity: 2. The total charge is -2. The HOMO-LUMO gap (spin up / spin down) comes out at 4.92 / 6.02 eV.

---

2.
Computed, not measured: C43H47CoGe2N7O2 as an isolated structure, with the ωB97M-V functional and the def2-TZVPD basis.

Last column: Löwdin charge in e.
Element x y z (Å)
Co 0.692 0.175 -0.797  0.408
C -3.622 4.602 -3.439  -0.043
C -2.447 3.965 -2.746  -0.271
C -2.026 4.404 -1.482  0.021
C -0.950 3.842 -0.792  -0.153
C -0.485 4.319 0.470  -0.087
N -1.328 4.957 1.367  -0.010
C -2.585 4.312 1.732  -0.188
C -2.421 3.158 2.726  -0.145
C -1.580 2.014 2.163  -0.126
N -1.442 0.996 3.218  0.132
C -0.351 0.580 3.757  0.016
C 0.993 0.838 3.287  -0.120
C 1.937 1.222 4.247  0.032
C 3.240 1.542 3.915  -0.253
C 4.245 1.985 4.944  -0.040
C 3.591 1.386 2.576  0.037
C 2.711 0.939 1.598  -0.100
C 3.269 0.624 0.297  -0.051
N 2.655 0.183 -0.732  0.018
C 3.527 -0.281 -1.831  -0.159
C 3.035 0.034 -3.232  -0.137
C 1.628 -0.484 -3.482  -0.202
N 0.694 0.311 -2.701  -0.040
C 0.012 1.230 -3.296  -0.041
C -0.691 2.294 -2.649  -0.151
C -1.740 2.946 -3.338  -0.012
C -0.300 2.706 -1.362  -0.286
O 0.617 2.084 -0.664  -0.093
C 1.363 0.642 1.929  -0.298
O 0.523 0.121 1.105  -0.144
H -4.134 5.301 -2.779  0.076
H -4.340 3.845 -3.756  0.066
H -3.304 5.154 -4.325  0.084
H -2.540 5.243 -1.024  0.122
H 0.557 4.211 0.739  0.118
H -0.855 5.386 2.146  0.125
H -3.058 3.938 0.825  0.107
H -3.257 5.056 2.158  0.124
H -3.417 2.778 2.972  0.107
H -1.964 3.529 3.650  0.120
H -0.586 2.327 1.855  0.107
H -2.061 1.555 1.305  0.101
H -2.312 0.722 3.665  0.175
H -0.474 0.022 4.681  0.147
H 1.622 1.302 5.283  0.132
H 3.751 2.329 5.852  0.080
H 4.857 2.805 4.568  0.085
H 4.917 1.171 5.219  0.088
H 4.616 1.589 2.280  0.133
H 4.354 0.723 0.235  0.139
H 3.619 -1.364 -1.723  0.099
H 4.522 0.145 -1.685  0.124
H 3.728 -0.443 -3.928  0.126
H 3.062 1.109 -3.425  0.127
H 1.558 -1.528 -3.171  0.081
H 1.369 -0.429 -4.541  0.126
H -0.009 1.208 -4.387  0.148
H -2.025 2.588 -4.321  0.125
N -1.205 -0.040 -0.838  0.118
C -2.304 0.328 -0.930  -0.137
C -3.612 0.742 -1.044  -0.244
C -4.348 0.904 0.157  -0.226
N -4.879 1.051 1.171  0.149
C -4.177 0.900 -2.337  -0.226
N -4.596 1.024 -3.404  0.166
C -0.675 -2.832 -3.880  -0.235
Ge -1.251 -3.307 -2.083  0.706
C -3.107 -2.758 -1.894  -0.225
C -1.088 -5.234 -1.830  -0.229
Ge 0.175 -2.345 -0.330  1.042
C -0.560 -2.661 1.445  -0.300
C 0.104 -2.370 2.641  -0.119
C -0.439 -2.730 3.863  -0.088
C -1.669 -3.379 3.921  -0.070
C -2.341 -3.673 2.747  -0.062
C -1.787 -3.319 1.521  -0.109
C 2.010 -2.980 -0.409  -0.339
C 2.950 -2.774 0.605  -0.108
C 4.235 -3.279 0.489  -0.064
C 4.602 -4.002 -0.642  -0.065
C 3.680 -4.221 -1.654  -0.068
C 2.395 -3.703 -1.541  -0.138
H -1.384 -3.284 -4.576  0.038
H 0.321 -3.202 -4.121  0.016
H -0.707 -1.753 -4.019  0.008
H -3.730 -3.593 -2.217  0.037
H -3.310 -1.912 -2.548  0.017
H -3.389 -2.486 -0.880  0.011
H -1.721 -5.711 -2.581  0.032
H -1.427 -5.544 -0.842  0.021
H -0.064 -5.578 -1.970  0.016
H 1.056 -1.860 2.630  0.080
H 0.106 -2.520 4.777  0.109
H -2.091 -3.663 4.876  0.110
H -3.294 -4.185 2.780  0.113
H -2.330 -3.570 0.620  0.063
H 2.689 -2.211 1.490  0.088
H 4.953 -3.116 1.282  0.111
H 5.605 -4.398 -0.729  0.112
H 3.959 -4.792 -2.530  0.113
H 1.687 -3.878 -2.344  0.070

The value obtained for the LUMO energy (spin up / spin down) is -3.35 / -4.64 eV. As for the spin multiplicity: 3. The total charge is +1. The value obtained for the energy above the lowest of the compared OMol25 structures with the same formula, charge and spin is 0.0 kcal per mole. The HOMO-LUMO gap (spin up / spin down) comes out at 4.67 / 5.19 eV.